[1]
The following is a quantum chemistry calculation of a 15-piece molecular cluster, C4H38N2O15 overall at a distorted geometry, from OMol25.

Values from the calculation:
HOMO energy: -10.03 eV
Frontier orbital gap: 0.3629 Ha
LUMO energy: -0.154 eV
Energy: -38458.114 eV
Largest force on an atom: 3.27 eV/Å

Structure (ORCA input):
```
! wB97M-V def2-TZVPD RIJCOSX def2/J DEFGRID3
* xyz 0 1
C 2.959 1.397 1.942
C 2.375 1.046 0.593
C 2.103 2.249 -0.291
N 1.139 0.167 0.813
C -0.098 0.688 1.045
N -1.182 -0.047 0.516
O -0.313 1.823 1.454
H 3.650 2.232 1.898
H 2.278 1.771 2.763
H 3.467 0.530 2.380
H 3.054 0.410 0.031
H 1.267 2.198 -0.980
H 3.014 2.547 -0.857
H 1.857 3.171 0.297
H 1.191 -0.708 0.311
H -1.034 -1.038 0.427
H -2.095 0.116 0.944
H 0.397 2.352 3.325
H 0.306 2.326 4.840
O 0.617 2.881 4.118
H -1.250 3.178 -2.021
H -1.657 1.656 -1.643
O -1.300 2.261 -2.292
H 2.882 -0.697 -1.653
H 1.400 -1.341 -2.044
O 2.230 -1.391 -1.537
H -2.730 0.930 -4.025
H -3.752 0.437 -2.961
O -3.228 0.160 -3.722
H -2.243 2.318 1.983
H -3.238 2.124 3.044
O -3.103 1.877 2.116
H 1.438 -4.309 -1.802
H 1.913 -3.295 -0.817
O 1.887 -4.248 -0.953
H 2.198 -1.684 3.054
H 1.369 -2.761 3.854
O 2.240 -2.343 3.748
H -0.385 -2.068 2.528
H -0.843 -1.505 3.743
O -0.467 -2.345 3.439
H 1.577 -2.785 0.709
H 0.338 -3.650 0.904
O 0.677 -2.758 1.032
H 2.255 2.191 -4.026
H 1.641 1.174 -3.045
O 2.203 1.970 -3.092
H -2.237 -1.252 -2.821
H -2.016 -2.179 -3.932
O -1.658 -2.006 -3.046
H -3.525 0.414 -0.362
H -2.663 -0.150 -1.333
O -3.626 -0.060 -1.265
H -0.257 -1.160 -3.323
H 0.354 -0.180 -4.292
O 0.626 -0.772 -3.583
H -3.664 -1.180 0.875
H -4.644 -0.295 1.560
O -3.693 -0.388 1.432
*
```

In the Mulliken picture, each atom carries the following charge in e:
1. C -1.244
2. C 0.626
3. C -1.354
4. N 0.656
5. C -0.113
6. N 0.080
7. O -0.815
8. H 0.398
9. H 0.153
10. H 0.357
11. H 0.121
12. H 0.323
13. H 0.405
14. H 0.330
15. H -0.020
16. H 0.165
17. H 0.223
18. H 0.316
19. H 0.307
20. O -0.679
21. H 0.271
22. H 0.377
23. O -0.601
24. H 0.242
25. H 0.425
26. O -0.647
27. H 0.288
28. H 0.337
29. O -0.657
30. H 0.322
31. H 0.283
32. O -0.587
33. H 0.297
34. H 0.418
35. O -0.664
36. H 0.279
37. H 0.389
38. O -0.658
39. H 0.289
40. H 0.362
41. O -0.690
42. H 0.177
43. H 0.256
44. O -0.512
45. H 0.285
46. H 0.302
47. O -0.572
48. H 0.314
49. H 0.332
50. O -0.721
51. H 0.615
52. H 0.138
53. O -0.832
54. H 0.402
55. H 0.283
56. O -0.769
57. H 0.322
58. H 0.250
59. O -0.578

=====

[2]
The following is a quantum chemistry calculation of a 15-piece molecular cluster, C4H39O15 overall at a distorted geometry, from OMol25.

Values from the calculation:
HOMO energy (alpha / beta): -3.47 / -6.98 eV
Frontier orbital gap (alpha / beta): 0.1199 / 0.2444 Ha
LUMO energy (alpha / beta): -0.203 / -0.331 eV
Energy: -35485.542 eV
⟨S²⟩: 0.751
Largest force on an atom: 4.32 eV/Å

Structure (ORCA input):
```
! wB97M-V def2-TZVPD RIJCOSX def2/J DEFGRID3
* xyz 0 2
O 2.864 10.467 -8.807
H 2.199 9.777 -8.855
H 2.512 11.304 -8.494
H 3.696 10.284 -8.364
O 1.171 7.264 -11.201
H 1.099 7.660 -10.329
H 0.716 7.842 -11.818
H 2.107 7.161 -11.383
O -1.746 9.510 -8.994
H -0.812 9.287 -8.965
H -1.738 10.464 -8.886
H -2.200 9.127 -8.240
C -0.051 6.654 -8.165
C 0.958 7.697 -7.856
C 2.336 7.079 -7.731
O 0.925 8.719 -8.840
H 0.149 5.961 -8.982
H -1.035 7.093 -8.327
H -0.078 6.009 -7.287
H 0.758 8.052 -6.845
H 2.699 6.733 -8.699
H 2.330 6.281 -6.989
H 2.977 7.757 -7.167
C 4.857 7.885 -10.913
O 3.994 6.944 -11.494
H 4.495 8.080 -9.903
H 5.889 7.538 -10.854
H 4.869 8.778 -11.539
O -2.379 4.529 -9.668
H -2.106 5.244 -10.244
H -2.134 3.734 -10.140
O 5.817 7.510 -5.895
H 6.159 6.953 -5.197
H 5.288 6.922 -6.435
O -1.831 6.827 -11.340
H -1.850 7.326 -12.157
H -2.600 7.130 -10.857
O 3.339 3.490 -7.534
H 3.870 3.958 -8.179
H 3.318 4.071 -6.774
O 5.332 10.021 -7.314
H 5.425 9.156 -6.913
H 6.220 10.257 -7.584
O -2.758 8.357 -6.233
H -3.423 8.037 -5.623
H -1.953 8.389 -5.715
O -1.121 10.664 -6.322
H -1.992 10.876 -5.987
H -0.711 10.155 -5.622
O 3.716 4.863 -4.930
H 3.692 5.647 -4.382
H 3.702 4.135 -4.308
O -2.340 5.470 -5.937
H -1.951 4.951 -5.233
H -1.592 5.821 -6.419
O 4.937 4.967 -8.892
H 4.474 5.634 -9.400
H 5.776 5.372 -8.674
*
```

In the Mulliken picture, each atom carries the following charge in e:
1. O -0.149
2. H 0.195
3. H 0.431
4. H 0.312
5. O -0.301
6. H 0.339
7. H 0.405
8. H 0.364
9. O 0.605
10. H -0.112
11. H 0.057
12. H 0.095
13. C -1.336
14. C 0.131
15. C -0.457
16. O -0.629
17. H 0.412
18. H 0.545
19. H 0.112
20. H -0.495
21. H -0.157
22. H 0.234
23. H 0.332
24. C -0.463
25. O -0.939
26. H -0.035
27. H 0.264
28. H 0.304
29. O -0.612
30. H 0.339
31. H 0.343
32. O -0.721
33. H 0.311
34. H 0.326
35. O -0.704
36. H 0.273
37. H 0.284
38. O -0.684
39. H 0.393
40. H 0.306
41. O -0.655
42. H 0.349
43. H 0.326
44. O -0.613
45. H 0.300
46. H 0.274
47. O -0.462
48. H 0.284
49. H 0.216
50. O -0.574
51. H 0.297
52. H 0.259
53. O -0.607
54. H 0.307
55. H 0.457
56. O -0.679
57. H 0.307
58. H 0.301

=====

[3]
The following is a quantum chemistry calculation of C4H3AgLi2O2 as an isolated structure at a distorted geometry, from OMol25.

Values from the calculation:
HOMO energy: -5.90 eV
Frontier orbital gap: 0.1829 Ha
LUMO energy: -0.922 eV
Energy: -12693.731 eV
Largest force on an atom: 4.34 eV/Å

Structure (ORCA input):
```
! wB97M-V def2-TZVPD RIJCOSX def2/J DEFGRID3
* xyz 0 1
C 1.153 -0.511 -0.650
O 1.679 0.043 -1.684
Ag 0.481 -1.227 2.589
Li 0.425 1.308 -2.408
H 0.136 -1.745 -0.199
C -0.289 -0.674 -0.763
C -1.088 0.540 -0.347
C -1.138 0.651 0.998
O -0.148 0.446 1.830
Li 1.401 0.873 1.048
H -0.625 -0.955 -1.779
H -1.988 1.253 1.366
*
```

In the Mulliken picture, each atom carries the following charge in e:
1. C -0.087
2. O -0.716
3. Ag 0.471
4. Li 0.859
5. H 0.067
6. C -0.282
7. C -0.955
8. C 0.132
9. O -0.795
10. Li 0.606
11. H 0.316
12. H 0.384

=====

[4]
The following is a quantum chemistry calculation of C4H3AgO as an isolated structure at a distorted geometry, from OMol25.

Values from the calculation:
HOMO energy (alpha / beta): -14.35 / -14.65 eV
Frontier orbital gap (alpha / beta): 0.3389 / 0.3074 Ha
LUMO energy (alpha / beta): -5.131 / -6.286 eV
Energy: -10228.931 eV
⟨S²⟩: 0.754
Largest force on an atom: 1.59 eV/Å

Structure (ORCA input):
```
! wB97M-V def2-TZVPD RIJCOSX def2/J DEFGRID3
* xyz 1 2
C 0.877 1.377 -0.974
C 1.597 2.037 0.066
C 1.971 0.828 -0.348
H 1.557 2.865 0.773
C -1.047 -1.899 0.575
O -1.846 -1.274 -0.108
Ag -1.654 0.606 -1.689
H -0.136 -2.319 0.109
H -1.319 -2.222 1.597
*
```

In the Mulliken picture, each atom carries the following charge in e:
1. C -0.169
2. C 0.087
3. C -0.046
4. H 0.347
5. C -0.056
6. O -0.405
7. Ag 0.710
8. H 0.265
9. H 0.268

=====

[5]
The following is a quantum chemistry calculation of a 2-piece molecular cluster, C4H3Br2NO overall at a distorted geometry, from OMol25.

Values from the calculation:
HOMO energy (alpha / beta): -8.80 / -8.80 eV
Frontier orbital gap (alpha / beta): 0.2768 / 0.2767 Ha
LUMO energy (alpha / beta): -1.271 / -1.272 eV
Energy: -147815.564 eV
Largest force on an atom: 5.50 eV/Å

Structure (ORCA input):
```
! wB97M-V def2-TZVPD RIJCOSX def2/J DEFGRID3
* xyz 0 1
C -0.714 -1.249 0.979
C -0.106 1.081 0.023
C -0.044 0.469 -1.286
C 0.406 -0.700 1.426
N -1.650 -1.659 0.457
O -0.348 2.018 0.640
Br -0.591 1.771 -2.788
Br 2.118 -1.353 0.790
H 1.040 0.312 -1.453
H -0.816 -0.374 -1.200
H 0.705 -0.317 2.413
*
```

In the Mulliken picture, each atom carries the following charge in e:
1. C 0.655
2. C 0.622
3. C -0.735
4. C -0.731
5. N -0.543
6. O -0.294
7. Br -0.110
8. Br -0.092
9. H 0.389
10. H 0.446
11. H 0.393

=====

[6]
The following is a quantum chemistry calculation of a single C4H3BrClNS molecule at a distorted geometry, from OMol25.

Values from the calculation:
HOMO energy: -9.22 eV
Frontier orbital gap: 0.3472 Ha
LUMO energy: 0.225 eV
Energy: -99085.795 eV
SMILES: ClCc1ncsc1Br
Largest force on an atom: 4.49 eV/Å

Structure (ORCA input):
```
! wB97M-V def2-TZVPD RIJCOSX def2/J DEFGRID3
* xyz 0 1
C -0.238 2.031 -0.852
C -0.820 0.068 -0.057
C -2.052 0.720 0.048
C -0.661 -1.580 0.216
N 0.180 0.822 -0.519
S -1.969 2.333 -0.650
Cl -0.673 -2.531 -1.255
Br -3.728 -0.069 0.435
H 0.483 2.647 -1.318
H -1.236 -2.100 0.954
H 0.308 -1.561 0.619
*
```

In the Mulliken picture, each atom carries the following charge in e:
1. C -0.147
2. C 0.126
3. C 0.255
4. C -0.526
5. N -0.517
6. S -0.098
7. Cl -0.166
8. Br -0.104
9. H 0.471
10. H 0.413
11. H 0.293